# 1
Density functional theory data (ωB97M-V/def2-TZVPD) for a cluster of 2 separate species, C4H12N2OSi in total at a distorted geometry.

Results
- Kohn-Sham gap (spin up / spin down): 8.69 / 8.69 eV
- Energy above the lowest of the compared OMol25 structures with the same formula, charge and spin: 152.87 kcal/mol
- HOMO (spin up / spin down): -9.002 / -9.002 eV
- LUMO energy (spin up / spin down): -0.309 / -0.308 eV

Geometry as XYZ:
```
20
Properties=species:S:1:pos:R:3:forces:R:3:mulliken_charge:R:1
C 2.3496 0.4480 -0.5159 0.10 -3.23 -1.86 -1.038
Si 0.4741 0.3596 -0.2904 -0.11 -1.51 0.37 0.456
C -0.3127 -0.5336 -1.8067 -0.95 1.31 -0.43 -1.010
C 0.1455 -0.6092 1.3295 -0.02 -0.34 0.20 -1.324
H 2.7873 1.1556 0.1339 0.74 1.16 0.12 0.341
H 2.8726 -0.5552 -0.2752 -1.12 1.28 0.07 0.294
H 2.5826 0.4576 -1.6379 -0.11 0.99 1.54 0.278
H -0.0436 1.7511 -0.1991 -0.06 -0.10 -0.03 -0.163
H -0.8049 0.3119 -2.3965 0.54 -1.06 0.51 0.246
H 0.4397 -0.9594 -2.4764 -0.01 -0.03 0.18 0.338
H -1.1155 -1.2916 -1.6469 0.70 0.55 0.23 0.333
H 1.0266 -0.6627 1.9715 0.33 -0.27 -0.36 0.371
H -0.5717 -0.3059 2.0486 -0.97 1.83 0.54 0.457
H -0.3481 -1.5857 1.3202 0.85 -0.59 -1.08 0.415
C -4.2994 0.6383 -0.6465 -2.24 -2.84 0.65 -0.310
N -4.1326 -0.2812 0.2273 -1.23 3.02 -2.19 0.177
N -3.6685 -1.3403 0.5473 1.77 -2.83 0.99 0.094
O -3.6530 -1.8553 1.6488 -0.43 0.06 0.23 -0.491
H -5.1380 0.6059 -1.3523 0.13 0.08 0.52 0.243
H -3.6261 1.3896 -0.6563 2.08 2.52 -0.20 0.292
```
Positions in Å, forces in eV/Å.

---

# 2
Density functional theory data (ωB97M-V/def2-TZVPD) for a structure of composition C4H12N2OSi at a distorted geometry.

Results
- Kohn-Sham gap (spin up / spin down): 7.01 / 8.64 eV
- Energy above the lowest of the compared OMol25 structures with the same formula, charge and spin: 31.29 kcal/mol
- 2S+1: 3
- HOMO (spin up / spin down): -6.217 / -9.724 eV
- LUMO energy (spin up / spin down): 0.795 / -1.080 eV

Geometry as XYZ:
```
20
Properties=species:S:1:pos:R:3:forces:R:3:mulliken_charge:R:1
C -2.3793 0.7086 0.0360 0.00 -0.05 -1.51 -1.196
C -0.2451 -0.7619 1.6552 1.19 1.56 -0.86 -1.046
C -0.2302 -1.4742 -1.4007 -2.14 0.72 0.26 -1.206
C 0.4621 1.4443 -0.3335 4.49 0.89 1.12 -0.494
N 2.4060 -0.3826 0.0641 1.30 -3.39 0.30 0.223
N 2.2887 0.8539 -0.1632 -8.47 3.88 0.10 -0.230
O 3.6102 -0.7573 0.1664 0.62 -1.07 0.21 -0.483
Si -0.5944 -0.1014 -0.0961 -0.20 -0.12 0.10 0.548
H -2.8217 0.2141 0.8826 -0.80 -0.87 -0.09 0.334
H -2.4084 1.7161 0.4405 0.77 0.50 -0.22 0.367
H -3.0520 0.7827 -0.8963 0.97 -0.62 1.49 0.295
H 0.1548 -1.7624 1.7273 0.20 -0.17 -0.15 0.313
H 0.5541 -0.0086 1.9976 -1.33 -1.23 0.14 0.270
H -1.1804 -0.7167 2.1820 -0.18 0.24 0.71 0.382
H 0.4916 -2.1819 -1.1138 0.58 -1.15 1.52 0.396
H -1.2111 -1.9687 -1.6084 0.77 0.07 0.14 0.304
H 0.2247 -1.2870 -2.3388 -0.08 1.30 -1.26 0.414
H 0.4352 1.9690 -1.3265 0.10 -0.57 0.98 0.347
H 0.5575 2.2249 0.5462 -0.67 -1.64 -1.85 0.306
H 2.9377 1.4893 -0.4205 2.88 1.71 -1.14 0.155
```
Positions in Å, forces in eV/Å.

---

# 3
Density functional theory data (ωB97M-V/def2-TZVPD) for the ion C4H12N2P with charge +1 at a distorted geometry.

Results
- Kohn-Sham gap: 9.82 eV
- Energy above the lowest of the compared OMol25 structures with the same formula, charge and spin: 46.11 kcal/mol
- HOMO: -13.216 eV
- LUMO energy: -3.400 eV
- Charge: +1

Geometry as XYZ:
```
19
Properties=species:S:1:pos:R:3:forces:R:3:mulliken_charge:R:1
N -1.6682 -1.4736 -0.1055 -2.04 -1.70 -0.57 -0.764
C -0.9371 -0.2938 0.3185 -0.06 -1.00 0.03 0.692
C -1.0455 0.8789 -0.7387 -2.19 1.75 2.47 -0.841
C 0.2890 1.6173 -0.7554 1.74 -2.96 0.09 -0.358
N 1.2326 0.3222 -0.9423 0.81 -1.51 2.74 -0.491
C 0.5684 -0.6974 0.3585 0.96 1.82 -0.74 -0.678
P 1.5473 0.0289 1.8108 -0.44 -0.51 -0.56 -0.025
H -1.7493 -2.3068 0.5622 0.45 2.04 -0.99 0.242
H -2.6522 -1.2978 -0.4473 1.63 -0.01 0.62 0.236
H -1.3439 -0.0195 1.3387 1.01 0.50 -0.91 0.313
H -1.9352 1.5517 -0.3490 1.89 -0.99 -0.92 0.354
H -1.3475 0.5838 -1.7473 0.28 -0.40 0.21 0.403
H 0.4910 2.3858 -1.4765 -0.12 -0.03 -0.72 0.362
H 0.8114 1.8908 0.1546 -1.21 0.74 0.65 0.264
H 1.2068 -0.2086 -1.8174 -0.01 0.43 0.06 0.334
H 2.2462 0.3695 -0.5322 -2.18 0.48 -1.76 0.357
H 0.8657 -1.7857 0.2543 -0.72 1.45 -0.68 0.379
H 2.7027 -0.7811 1.4486 -0.69 0.05 0.87 0.100
H 0.7179 -0.7646 2.6654 0.89 -0.14 0.10 0.119
```
Positions in Å, forces in eV/Å.

---

> The highest energy above the lowest of the compared OMol25 structures with the same formula, charge and spin belongs to which entry?

number 1

---

> energy above the lowest of the compared OMol25 structures with the same formula, charge and spin of number 3 (C4H12N2P)?

46.11 kcal/mol

---

> energy above the lowest of the compared OMol25 structures with the same formula, charge and spin of number 1 (C4H12N2OSi)?

152.87 kcal/mol